Version 1
Density functional theory data (ωB97M-V with the def2-TZVPD basis set) for the molecule C4H7N3.

XYZ file:
```
14
Properties=species:S:1:pos:R:3:mulliken_charge:R:1
C 2.1459 0.5792 0.1214 -0.83
N 1.2511 -0.1033 -0.8136 -0.35
C -0.0894 -0.1543 -0.3924 0.37
N -1.0081 0.6420 -0.9226 -0.83
N -2.1530 0.2828 -0.3162 0.29
C -1.9838 -0.6992 0.5979 -0.53
C -0.6475 -1.0211 0.5799 -0.33
H 2.1547 0.0435 1.0759 0.28
H 3.1638 0.5688 -0.2817 0.31
H 1.8527 1.6227 0.3182 0.31
H 1.2759 0.3653 -1.7134 0.30
H -3.0044 0.7567 -0.5670 0.22
H -2.8158 -1.0942 1.1660 0.43
H -0.1422 -1.7890 1.1476 0.37
```

## Properties
Kohn-Sham gap ... 9.6 eV
SMILES ... CNc1cc[nH]n1
LUMO energy ... 0.0404 Ha



Version 2
Density functional theory data (ωB97M-V with the def2-TZVPD basis set) for the molecule C4H7N3.

XYZ file:
```
14
Properties=species:S:1:pos:R:3:mulliken_charge:R:1
C 2.3289 0.3644 0.0994 -0.70
N 1.2603 0.6463 -0.6911 -0.04
C 0.0256 0.2221 -0.4987 0.35
N -1.0547 0.6199 -1.2430 -0.93
N -2.0624 0.1219 -0.5523 0.36
C -1.7985 -0.5621 0.5573 -0.65
C -0.3197 -0.5725 0.7190 -0.34
H 0.1076 -0.0508 1.6140 0.28
H 2.2850 -0.5367 0.6961 0.21
H 3.2821 0.7524 -0.2284 0.24
H 1.3826 1.3105 -1.4480 0.28
H -2.9919 0.2892 -0.9153 0.22
H -2.5827 -1.0221 1.1381 0.45
H 0.1380 -1.5825 0.7528 0.27
```

## Properties
Kohn-Sham gap (alpha / beta) ... 7.3 / 6.7 eV
LUMO energy (alpha / beta) ... 0.0383 / 0.0359 Ha



Stability ranking, top entry: version 1; the second entry is 72.3 kcal/mol less favorable.



Version 1
Density functional theory data (ωB97M-V with the def2-TZVPD basis set) for a structure of composition C9H14N2PPm.

XYZ file:
```
27
Properties=species:S:1:pos:R:3:mulliken_spin:R:1
C -2.2094 2.3825 -0.4899 -0.06
C -2.2809 2.5119 -1.8504 0.00
C -2.0205 1.5161 -2.8408 -0.03
C -1.9441 0.0969 -2.5804 0.00
C -1.8581 -0.4532 -1.3351 -0.06
Pm -0.2742 1.1693 -0.9800 4.14
P -0.6287 2.2434 1.7067 0.00
H -2.5338 3.2436 0.1108 0.00
H -2.4662 3.5254 -2.2462 0.00
H -1.9274 1.8716 -3.8831 0.00
H -1.9242 -1.5299 -1.1318 0.00
H -1.8538 -0.5169 -3.4979 0.00
H -1.1474 1.3667 2.7101 0.00
H -1.4432 3.3400 2.0949 0.00
H 0.5327 2.7497 2.3687 0.00
C 2.5488 -3.4901 0.5062 0.00
N 2.0117 -2.1698 0.8348 0.00
C 2.1632 -1.5186 2.0671 0.00
C 1.5840 -0.2882 1.9458 0.00
N 1.0615 -0.1776 0.6391 0.00
C 1.3338 -1.3434 0.0183 0.00
H 3.6512 -3.4671 0.4755 0.00
H 2.2334 -4.2214 1.2643 0.00
H 2.1597 -3.7921 -0.4730 0.00
H 2.6661 -1.9856 2.8976 0.00
H 1.4925 0.5099 2.6830 0.00
H 1.0733 -1.5731 -1.0145 0.00
```

## Properties
Spin multiplicity ... 5
Kohn-Sham gap (alpha / beta) ... 5.7 / 5.7 eV
LUMO energy (alpha / beta) ... -0.0045 / -0.0045 Ha
Expectation value of S² ... 6.02



Version 2
Density functional theory data (ωB97M-V with the def2-TZVPD basis set) for a structure of composition C9H14N2PPm.

XYZ file:
```
27
Properties=species:S:1:pos:R:3:mulliken_spin:R:1
C 0.0986 2.4469 -1.6993 0.02
C -0.4469 2.2030 -2.9884 -0.01
C -1.7838 1.7205 -2.8294 0.01
C -2.0858 1.7084 -1.4358 0.00
C -0.9388 2.1365 -0.7215 0.01
Pm 2.0562 -0.1027 0.7136 3.80
P 2.6206 2.4826 1.3491 0.03
H 1.1006 2.8068 -1.4522 0.00
H 0.0684 2.3487 -3.9348 0.00
H -2.4630 1.4327 -3.6261 0.00
H -0.8565 2.2608 0.3583 0.01
H -3.0420 1.4284 -0.9957 0.00
H 2.1487 3.2595 2.4597 0.01
H 3.6567 3.3920 0.9736 0.01
H 3.4593 1.5053 2.1047 0.05
C -1.3757 -1.8534 -0.4052 0.05
C -0.4874 -2.2926 0.6780 -0.01
N 0.4962 -1.5577 1.2198 0.02
C 1.1554 -2.3788 2.1742 -0.08
C 0.5037 -3.5703 2.2161 0.04
N -0.5124 -3.5013 1.2546 0.00
H -1.0687 -2.3028 -1.3652 0.00
H -2.4062 -2.1659 -0.1705 0.00
H -1.3475 -0.7609 -0.4881 -0.02
H 1.9928 -1.9900 2.7491 0.05
H 0.6820 -4.4518 2.8112 0.00
H -1.2244 -4.2039 1.0501 0.00
```

## Properties
Spin multiplicity ... 5
Kohn-Sham gap (alpha / beta) ... 4.9 / 4.8 eV
LUMO energy (alpha / beta) ... -0.0052 / -0.0231 Ha
Expectation value of S² ... 6.30



Stability ranking, top entry: version 1; the second entry is 42.1 kcal/mol less favorable.



Version 1
Density functional theory data (ωB97M-V with the def2-TZVPD basis set) for a structure of composition C47H37AsClN4OS2Ti.

XYZ file:
```
94
Properties=species:S:1:pos:R:3:mulliken_charge:R:1
Ti -0.0296 0.6715 -0.7704 -0.95
Cl 5.7636 -3.8986 -1.7904 -0.19
C 4.5474 -2.6826 -1.5491 -0.25
C 4.9176 -1.3385 -1.4987 -0.69
C 3.9649 -0.3602 -1.2827 -0.97
C 2.6347 -0.7335 -1.1009 -0.33
O 1.7126 0.1803 -0.8317 0.66
C 2.2584 -2.0777 -1.1888 1.59
C 0.8711 -2.4678 -1.1389 -0.88
N -0.1138 -1.6459 -1.2137 1.44
C -1.4052 -2.1926 -1.4064 -0.14
C -1.6862 -3.4091 -1.9756 -0.56
C -3.0189 -3.8641 -2.0671 -0.98
C -4.0463 -3.1086 -1.5804 -0.98
C -3.7867 -1.8352 -1.0185 0.99
C -4.7916 -1.0222 -0.4480 -1.11
C -4.4439 0.1674 0.1154 -1.37
C -3.1003 0.5857 0.0446 0.06
N -2.1424 -0.1132 -0.5209 1.03
C -2.4653 -1.3570 -0.9896 -0.70
C 3.2290 -3.0587 -1.4058 -1.25
H 5.9562 -1.0695 -1.6279 0.49
H 4.2341 0.6849 -1.2232 0.59
H 0.6798 -3.5424 -1.1183 0.44
H -0.8928 -4.0264 -2.3731 0.66
H -3.2162 -4.8243 -2.5221 0.42
H -5.0671 -3.4631 -1.6225 0.46
H -5.8177 -1.3671 -0.4445 0.46
H -5.1669 0.8091 0.5955 0.60
H -2.8251 1.5401 0.4634 0.31
H 2.9461 -4.1014 -1.4715 0.49
S 0.2479 1.5409 3.8193 -0.45
C -0.6155 0.0403 3.7760 1.01
C -1.1174 -0.6930 4.8469 -0.80
C -1.7549 -1.8841 4.5706 -0.66
C -1.8726 -2.3415 3.2530 -1.06
C -1.3687 -1.6163 2.1955 0.57
C -0.7441 -0.3976 2.4578 -1.97
N -0.1720 0.4621 1.5183 2.16
C 0.3867 1.4942 2.1079 0.44
C 1.0165 2.5571 1.3262 0.58
C 1.7342 3.5941 1.9256 -0.85
C 2.3085 4.5621 1.1256 -1.05
C 2.1657 4.4802 -0.2589 -0.92
C 1.4519 3.4431 -0.8410 -0.91
C 0.8471 2.4661 -0.0520 1.22
H -1.0046 -0.3445 5.8637 0.47
H -2.1578 -2.4739 5.3815 0.44
H -2.3530 -3.2923 3.0628 0.48
H -1.4149 -2.0093 1.1932 0.37
H 1.8519 3.6456 3.0020 0.42
H 2.8675 5.3732 1.5701 0.43
H 2.6216 5.2345 -0.8879 0.47
H 1.3608 3.4061 -1.9216 0.50
C 0.7192 0.3501 -5.0502 -1.07
C 0.1327 1.4757 -5.6063 -1.00
C -0.6448 2.2988 -4.8114 -1.10
C -0.8348 2.0077 -3.4579 1.45
C -0.2035 0.9082 -2.8604 1.28
C 0.5566 0.0851 -3.6978 -0.31
C -1.7032 2.8816 -2.6347 1.15
C -2.6249 3.7723 -3.2543 -1.25
C -3.3795 4.5961 -2.4885 -1.41
C -3.2205 4.5808 -1.0838 0.70
C -3.9418 5.4507 -0.2328 -0.77
C -3.7529 5.4163 1.1168 -0.81
C -2.8279 4.5052 1.6682 -1.04
C -2.1261 3.6497 0.8662 0.18
C -2.3087 3.6571 -0.5368 -0.38
N -1.5959 2.7814 -1.3250 0.82
H 1.3183 -0.3114 -5.6628 0.47
H 0.2798 1.7137 -6.6507 0.41
H -1.0854 3.1828 -5.2501 0.44
H 1.0607 -0.7851 -3.2948 0.12
H -2.7401 3.7646 -4.3259 0.48
H -4.1016 5.2670 -2.9361 0.42
H -4.6395 6.1489 -0.6768 0.44
H -4.3006 6.0865 1.7643 0.41
H -2.6624 4.4890 2.7369 0.50
H -1.4051 2.9721 1.2945 0.49
C 5.2141 -3.2449 2.3903 -0.80
As 3.3608 -3.5004 2.8329 0.45
C 2.9177 -5.2247 2.0976 -1.01
C 3.3339 -3.7584 4.7382 -1.08
S 2.1041 -1.9630 2.2012 -0.46
H 5.8181 -4.0354 2.8337 0.42
H 5.5255 -2.2736 2.7723 0.34
H 5.3204 -3.2594 1.3097 0.10
H 3.4693 -6.0098 2.6124 0.43
H 3.1766 -5.2323 1.0403 0.27
H 1.8455 -5.3790 2.2154 0.33
H 3.9974 -4.5741 5.0210 0.41
H 2.3113 -3.9835 5.0375 0.33
H 3.6526 -2.8328 5.2146 0.34
```

## Properties
Charge ... +1
Kohn-Sham gap ... 7.1 eV
LUMO energy ... -0.1135 Ha



Version 2
Density functional theory data (ωB97M-V with the def2-TZVPD basis set) for a structure of composition C47H37AsClN4OS2Ti.

XYZ file:
```
94
Properties=species:S:1:pos:R:3:mulliken_charge:R:1
Ti 0.1325 0.5041 -0.8962 -0.91
Cl -6.8650 -1.9987 -0.2331 -0.19
C -5.2343 -1.5061 -0.5715 -0.27
C -4.5966 -1.9816 -1.7173 -0.68
C -3.2874 -1.6341 -1.9866 -0.96
C -2.6038 -0.8094 -1.0907 -0.25
O -1.3293 -0.5376 -1.2724 0.67
C -3.2632 -0.2890 0.0335 1.55
C -2.6208 0.6674 0.8879 -0.89
N -1.4921 1.2394 0.6362 1.31
C -1.1428 2.3422 1.4476 -0.20
C -2.0145 3.1509 2.1367 -0.48
C -1.5258 4.1931 2.9493 -1.02
C -0.1843 4.4130 3.0744 -0.94
C 0.7343 3.6208 2.3483 0.91
C 2.1352 3.7568 2.4633 -1.13
C 2.9412 2.9119 1.7617 -1.35
C 2.3529 1.9799 0.8843 -0.04
N 1.0571 1.8558 0.7036 1.11
C 0.2426 2.6219 1.4868 -0.58
C -4.5885 -0.6535 0.2959 -1.23
H -5.1349 -2.6382 -2.3867 0.48
H -2.7697 -2.0223 -2.8519 0.59
H -3.1895 0.9611 1.7709 0.46
H -3.0833 3.0128 2.0555 0.65
H -2.2313 4.8157 3.4817 0.42
H 0.1945 5.1948 3.7191 0.46
H 2.5467 4.5097 3.1236 0.46
H 4.0176 2.9457 1.8408 0.59
H 2.9911 1.3240 0.3176 0.37
H -5.1018 -0.2663 1.1670 0.51
S 2.5023 -3.2121 0.7311 -0.44
C 2.0875 -2.3518 2.1773 1.07
C 2.3950 -2.6807 3.4934 -0.80
C 1.9228 -1.8553 4.4920 -0.65
C 1.1443 -0.7348 4.1841 -1.02
C 0.8341 -0.4146 2.8807 0.40
C 1.3241 -1.2261 1.8563 -1.81
N 1.1002 -1.0633 0.4910 2.20
C 1.6512 -2.0407 -0.1934 0.31
C 1.5944 -2.0478 -1.6513 0.61
C 2.0588 -3.1158 -2.4201 -0.85
C 1.9743 -3.0331 -3.7968 -1.02
C 1.4238 -1.8971 -4.3862 -0.92
C 0.9568 -0.8462 -3.6087 -0.89
C 1.0467 -0.9019 -2.2193 1.16
H 2.9805 -3.5590 3.7280 0.47
H 2.1479 -2.0841 5.5245 0.44
H 0.7664 -0.1164 4.9879 0.48
H 0.1890 0.4207 2.6626 0.31
H 2.4778 -4.0025 -1.9580 0.41
H 2.3302 -3.8479 -4.4119 0.43
H 1.3555 -1.8367 -5.4653 0.47
H 0.5255 0.0218 -4.0965 0.50
C -2.3860 3.2822 -3.1385 -1.08
C -1.5194 3.9530 -3.9864 -0.97
C -0.1566 3.7491 -3.8673 -1.08
C 0.3491 2.8715 -2.9027 1.50
C -0.5124 2.1501 -2.0656 1.09
C -1.8824 2.3904 -2.2028 -0.22
C 1.8079 2.6687 -2.7721 1.10
C 2.7185 3.5832 -3.3718 -1.27
C 4.0517 3.3571 -3.2870 -1.45
C 4.5184 2.2002 -2.6241 0.74
C 5.8940 1.8871 -2.5409 -0.81
C 6.3125 0.7583 -1.8992 -0.83
C 5.3619 -0.1007 -1.3142 -1.05
C 4.0259 0.1860 -1.3765 0.18
C 3.5624 1.3502 -2.0301 -0.40
N 2.2139 1.6238 -2.0747 0.90
H -3.4545 3.4380 -3.2179 0.47
H -1.9019 4.6271 -4.7408 0.40
H 0.5076 4.2621 -4.5478 0.41
H -2.5938 1.8612 -1.5803 0.14
H 2.3444 4.4641 -3.8667 0.47
H 4.7649 4.0458 -3.7225 0.43
H 6.6068 2.5594 -3.0016 0.44
H 7.3649 0.5174 -1.8417 0.41
H 5.6889 -1.0030 -0.8145 0.50
H 3.3073 -0.4835 -0.9335 0.59
C -4.3599 -4.8573 1.4390 -0.77
As -3.1995 -3.9368 2.6741 0.44
C -4.3878 -2.8576 3.7468 -0.97
C -2.5320 -5.2988 3.8639 -1.08
S -1.6816 -2.8488 1.7496 -0.45
H -5.0764 -5.4747 1.9793 0.41
H -3.7447 -5.4767 0.7891 0.34
H -4.8865 -4.1163 0.8387 0.08
H -5.0426 -3.4893 4.3451 0.42
H -4.9873 -2.2373 3.0817 0.24
H -3.7850 -2.2225 4.3937 0.34
H -3.3542 -5.8422 4.3272 0.40
H -1.9213 -4.8192 4.6269 0.33
H -1.9112 -5.9803 3.2852 0.35
```

## Properties
Charge ... +1
Kohn-Sham gap ... 7.0 eV
LUMO energy ... -0.1145 Ha



Stability ranking, top entry: version 2; the second entry is 1.6 kcal/mol less favorable.